Entry 1:
This record from the Open Molecules 2025 dataset describes a cluster of 2 separate species, CH8N4 in total at a distorted geometry. The level of theory is ωB97M-V/def2-TZVPD.

Output
* energy above the lowest of the compared OMol25 structures with the same formula, charge and spin: 76.2 kcal/mol
* DFT total energy: -260.9916 hartree
* charge: +2
* HOMO: -21.1 eV
* lowest unoccupied orbital energy: -11.60 eV

Each line ends with the Mulliken charge.
Positions of all 13 atoms, in Å:
C: 0.136 0.467 1.401  -0.112
N: -0.768 -0.469 1.034  -0.046
N: -0.530 0.740 -1.248  -0.680
N: 0.174 -0.499 0.290  0.680
N: 1.071 -1.260 -0.192  -0.441
H: 0.081 1.511 1.059  0.245
H: 0.589 0.273 2.407  0.318
H: -1.785 -0.830 1.070  0.381
H: -0.441 1.698 -0.965  0.311
H: -1.494 0.788 -1.835  0.376
H: 0.193 0.545 -1.898  0.316
H: 0.797 -2.100 -0.687  0.316
H: 1.977 -0.864 -0.436  0.336

Atomic forces in eV per Å
1.6 3.2 2.6
-8.0 -3.1 2.4
-3.1 0.4 -1.7
4.1 0.6 -2.3
0.0 -1.1 -0.7
-0.2 -0.5 0.2
0.4 0.1 -1.2
1.8 0.4 -0.1
0.3 0.8 0.1
2.6 -0.7 1.7
0.7 0.1 -1.2
-0.3 -0.4 -0.1
0.0 0.3 0.2

Entry 2:
This record from the Open Molecules 2025 dataset describes a structure of composition C34H41N5O2S2V at a distorted geometry. The level of theory is ωB97M-V/def2-TZVPD.

Output
* DFT total energy: -3484.9769 hartree
* 2S+1: 4
* charge: -2
* HOMO (spin up / spin down): -1.0 / -1.0 eV
* lowest unoccupied orbital energy (spin up / spin down): 4.21 / 4.21 eV

Each line ends with the Mulliken charge.
Positions of all 85 atoms, in Å:
V: -0.214 0.114 -0.554  1.225
C: -2.958 -1.612 -0.673  -1.728
N: -2.582 -0.207 -0.811  2.045
C: -3.005 0.356 -2.126  -0.628
C: -2.667 -0.403 -3.405  -1.941
N: -1.281 -0.471 -3.845  1.216
C: -0.642 -1.679 -3.372  -1.258
C: -1.090 -0.156 -5.224  -0.125
C: -0.509 -1.101 -6.075  -0.234
C: -0.241 -0.840 -7.413  -0.849
C: -0.584 0.404 -7.921  -0.445
C: -1.187 1.332 -7.091  -0.445
C: -1.476 1.115 -5.732  0.142
S: -2.245 2.375 -4.791  -0.499
C: -3.165 0.614 0.229  -0.255
C: -4.365 0.227 0.814  -0.156
C: -4.974 0.980 1.811  -0.978
C: -4.372 2.154 2.231  -0.628
C: -3.169 2.543 1.663  -0.528
C: -2.536 1.800 0.665  0.114
S: -0.949 2.270 0.086  -0.631
H: -2.321 -2.231 -1.298  0.316
H: -2.816 -1.924 0.362  0.317
H: -4.002 -1.808 -0.966  0.441
H: -2.622 1.376 -2.207  0.310
H: -4.107 0.402 -2.111  0.254
H: -3.231 0.128 -4.172  0.925
H: -3.066 -1.431 -3.358  0.229
H: -1.131 -2.598 -3.743  0.362
H: -0.675 -1.717 -2.285  0.125
H: 0.409 -1.710 -3.655  0.331
H: -0.250 -2.076 -5.688  0.358
H: 0.227 -1.597 -8.033  0.341
H: -0.383 0.656 -8.957  0.324
H: -1.456 2.309 -7.480  0.316
H: -4.844 -0.686 0.486  0.308
H: -5.908 0.646 2.246  0.387
H: -4.826 2.762 3.004  0.363
H: -2.666 3.438 2.008  0.386
N: -0.979 -0.709 2.224  0.101
C: -0.773 -2.085 2.622  -1.259
C: 0.386 -2.710 1.849  1.073
C: 0.132 -2.852 0.352  -0.035
O: -0.074 -3.948 -0.157  -0.767
O: 0.160 -1.740 -0.313  -0.471
H: -0.131 -0.163 2.368  -0.700
H: -1.729 -0.263 2.741  0.206
H: -1.695 -2.643 2.422  0.401
H: -0.557 -2.188 3.696  0.518
H: 0.592 -3.704 2.253  0.662
H: 1.261 -2.069 1.994  -1.049
C: 3.990 -2.859 2.851  -1.298
C: 4.136 -1.367 2.551  -0.680
C: 3.372 -0.489 3.518  0.394
C: 3.663 -0.585 4.879  -0.516
C: 2.965 0.143 5.825  -1.052
C: 1.956 0.999 5.407  -0.682
C: 1.643 1.136 4.064  0.300
C: 0.616 2.144 3.616  0.648
C: 1.240 3.504 3.310  -1.340
C: 2.353 0.385 3.111  0.238
N: 1.955 0.497 1.765  1.241
C: 2.820 0.982 0.947  -0.221
C: 2.702 1.157 -0.463  -0.342
C: 3.707 1.688 -1.277  -0.885
C: 3.210 1.676 -2.579  -1.046
C: 1.922 1.138 -2.487  -0.549
N: 1.610 0.807 -1.221  0.510
H: 4.487 -3.456 2.084  0.418
H: 2.943 -3.153 2.870  0.294
H: 4.425 -3.123 3.817  0.371
H: 3.805 -1.181 1.530  0.206
H: 5.196 -1.095 2.589  0.526
H: 4.457 -1.253 5.194  0.363
H: 3.200 0.040 6.877  0.373
H: 1.398 1.582 6.133  0.414
H: -0.148 2.246 4.393  0.587
H: 0.123 1.805 2.704  -1.144
H: 1.813 3.881 4.161  0.343
H: 0.473 4.234 3.054  0.377
H: 1.913 3.424 2.456  0.265
H: 3.785 1.342 1.344  0.157
H: 4.671 2.036 -0.937  0.462
H: 3.686 2.030 -3.478  0.428
H: 1.202 1.004 -3.278  0.358

Atomic forces in eV per Å
-0.9 0.6 -0.3
0.0 -0.3 -0.1
0.4 0.0 0.2
-0.1 0.1 -0.1
-0.2 -0.1 0.0
0.1 0.2 0.0
0.0 0.0 0.1
0.0 -0.3 0.1
0.0 0.0 0.0
0.0 0.1 0.0
0.0 -0.1 0.0
-0.1 0.3 0.0
-0.1 0.1 0.0
0.2 0.0 -0.2
-0.3 0.0 0.3
-0.1 0.1 0.0
0.0 0.0 0.0
0.1 0.0 0.0
0.0 0.1 0.0
0.2 -0.4 -0.1
-0.2 0.5 0.1
0.0 0.0 0.0
0.0 0.0 0.0
0.1 0.1 0.0
0.0 -0.1 0.0
0.0 0.1 0.0
0.0 0.0 0.1
-0.1 0.0 0.0
0.0 0.0 0.0
0.0 -0.1 -0.2
0.0 0.1 0.0
0.0 0.0 0.0
0.0 0.0 0.0
0.0 0.0 0.0
0.0 0.0 0.0
0.0 0.0 0.0
0.0 0.0 0.0
0.0 0.0 0.0
0.0 0.0 0.0
0.0 0.4 0.0
-0.1 -0.2 0.0
0.0 -0.1 0.0
0.0 0.7 -0.4
-0.1 -0.2 0.2
0.3 -1.5 0.7
-0.1 -0.1 -0.2
0.0 0.0 -0.1
0.0 0.0 0.0
0.0 -0.1 0.0
0.0 0.1 0.0
0.0 0.0 -0.1
0.1 0.0 0.1
0.0 0.0 -0.1
0.0 -0.2 0.1
0.0 0.0 0.0
0.0 0.0 0.0
0.0 0.0 0.0
0.0 0.1 0.1
-0.1 -0.1 0.0
0.1 0.0 0.0
-0.2 0.1 -0.3
0.2 0.0 0.1
0.2 0.3 -0.2
-0.1 -0.3 0.3
0.1 0.1 -0.1
0.0 0.0 0.1
-0.1 -0.1 0.0
0.7 0.2 0.0
0.0 0.0 0.0
-0.1 0.0 0.0
0.0 0.0 0.0
0.0 0.0 0.1
0.0 0.0 0.0
0.0 0.0 0.0
0.0 0.0 0.0
0.0 0.0 0.0
0.0 0.0 0.0
0.0 0.0 0.0
0.0 0.0 0.0
0.0 0.0 0.0
0.0 0.0 0.0
-0.1 -0.1 0.0
0.1 0.0 0.0
0.0 0.0 0.0
-0.1 0.0 -0.1

Entry 3:
This record from the Open Molecules 2025 dataset describes a cluster of 14 separate species, C7H40NO13 in total at a distorted geometry. The level of theory is ωB97M-V/def2-TZVPD.

Output
* energy above the lowest of the compared OMol25 structures with the same formula, charge and spin: 98.2 kcal/mol
* DFT total energy: -1323.2342 hartree
* charge: +1
* HOMO: -11.7 eV
* lowest unoccupied orbital energy: -2.41 eV

Each line ends with the Mulliken charge.
Positions of all 61 atoms, in Å:
C: -0.847 -3.049 -0.205  -0.283
C: 0.540 -2.513 -0.421  -1.248
C: 0.645 -1.458 -1.414  1.165
C: 0.819 -1.832 -2.658  -1.227
C: 0.473 2.252 -1.749  -1.442
C: 0.149 0.807 -1.874  -0.258
C: 0.612 -0.042 -1.016  0.766
N: -1.654 -1.913 0.743  -0.011
H: -0.782 -3.968 0.497  0.338
H: -1.645 -3.203 -0.991  0.221
H: 1.219 -3.302 -0.630  0.802
H: 1.000 -2.173 0.534  0.013
H: 1.108 -1.172 -3.545  0.354
H: 0.683 -2.931 -2.856  0.272
H: -0.128 2.935 -1.252  0.326
H: 1.485 2.426 -1.649  0.383
H: 0.192 2.625 -2.848  0.291
H: -0.423 0.547 -2.763  0.252
H: 1.229 0.286 -0.180  -0.135
H: -2.235 -1.399 0.153  0.249
H: -2.161 -2.270 1.518  0.369
H: -0.874 -1.178 1.056  -0.076
H: -2.364 2.986 0.155  0.282
H: -2.115 2.459 1.442  0.357
O: -2.806 2.410 0.770  -0.709
H: 2.432 1.286 1.282  0.167
H: 2.461 1.412 2.776  0.349
O: 2.089 1.824 1.959  -0.653
H: -1.762 1.309 3.087  0.326
H: -0.343 1.955 3.033  0.316
O: -1.066 1.558 2.414  -0.876
H: 3.310 -2.030 1.418  0.335
H: 2.854 -2.956 2.608  0.295
O: 3.066 -2.133 2.315  -0.703
H: 4.493 1.786 -1.400  0.273
H: 3.740 0.862 -2.326  0.308
O: 3.834 1.070 -1.378  -0.568
H: -1.746 -2.208 -4.187  0.318
H: -2.488 -3.454 -3.401  0.276
O: -1.933 -2.591 -3.357  -0.580
H: 2.187 -1.024 4.843  0.291
H: 2.488 -0.940 3.344  0.506
O: 2.205 -0.348 4.096  -0.742
H: 0.580 -0.456 3.416  0.471
H: -0.402 0.129 2.649  0.541
O: -0.174 -0.704 2.958  -0.703
H: -2.995 3.825 -2.659  0.256
H: -3.447 2.328 -2.377  0.298
O: -3.124 3.169 -2.020  -0.560
H: 0.440 3.969 1.484  0.295
H: 1.445 3.234 2.451  0.445
O: 0.638 3.882 2.415  -0.692
H: -2.867 -0.861 -3.148  0.289
H: -3.693 -0.108 -2.059  0.461
O: -3.618 -0.231 -2.998  -0.701
H: 4.015 -0.826 -0.373  0.301
H: 4.553 -2.371 -0.516  0.298
O: 3.745 -1.806 -0.230  -0.647
H: -3.330 1.023 0.104  0.262
H: -4.361 0.169 -0.056  0.402
O: -3.420 0.110 -0.419  -0.703

Atomic forces in eV per Å
-2.3 -0.5 3.3
-0.1 -0.2 1.6
0.3 1.2 0.0
0.5 -0.9 -2.7
-1.9 0.1 -5.3
-1.0 2.5 -0.3
1.3 -2.2 0.3
5.2 0.1 -0.7
-0.3 1.4 -1.3
1.8 0.1 0.4
0.3 -1.1 -0.7
-0.8 0.0 -0.1
-0.7 -0.9 1.5
0.5 1.2 -0.2
-1.2 0.8 1.8
2.1 0.4 0.6
1.0 -0.3 2.0
0.0 -0.4 0.4
-0.3 -0.1 0.1
-1.8 1.4 -1.4
-0.2 -0.4 0.9
-2.0 -2.1 0.0
-0.6 0.4 -1.5
-0.1 -0.7 0.8
-0.1 0.4 0.2
0.7 -0.8 -1.7
-0.4 0.3 -0.5
0.3 -0.4 2.4
0.8 0.4 -1.0
-1.6 -0.2 -1.9
0.5 0.9 3.3
0.6 -0.5 -2.1
-0.7 -3.7 0.6
0.1 3.9 1.5
-0.3 -0.3 0.3
-0.2 -0.1 0.5
0.5 0.2 -0.6
0.0 0.0 -1.9
1.4 2.5 -0.7
-1.5 -2.7 2.3
0.1 1.6 -1.1
0.1 0.4 0.4
0.2 -1.7 1.0
3.0 0.0 2.0
-1.3 2.4 -1.5
-1.7 -3.7 -0.8
0.0 1.0 -1.8
0.2 0.5 -0.5
-0.1 -1.6 2.2
0.1 0.0 -0.3
-2.2 2.0 -0.6
1.7 -1.2 1.0
-1.2 0.8 0.5
0.3 0.0 0.8
0.9 -0.6 -1.8
-0.5 -2.2 0.0
-2.0 1.6 0.7
2.5 0.8 -1.0
1.9 -0.9 -1.3
0.9 -1.5 -1.1
-2.6 2.3 3.1

Entry 4:
This record from the Open Molecules 2025 dataset describes an isolated molecule of C5H14N2 at a distorted geometry. The level of theory is ωB97M-V/def2-TZVPD.

Output
* energy above the lowest of the compared OMol25 structures with the same formula, charge and spin: 31.5 kcal/mol
* DFT total energy: -308.3729 hartree
* charge: 0
* SMILES string: CC[C@@H](C)NCN
* HOMO: -9.1 eV
* lowest unoccupied orbital energy: 1.13 eV

Each line ends with the Mulliken charge.
Positions of all 21 atoms, in Å:
C: 2.785 0.497 -0.314  -1.196
C: 1.532 -0.343 0.012  -0.431
C: 0.238 0.024 -0.688  0.337
C: 0.112 -0.561 -2.133  -1.435
N: -0.966 -0.399 0.101  -0.424
C: -1.204 0.457 1.232  -0.407
N: -2.580 0.202 1.715  -0.624
H: 3.213 0.057 -1.219  0.299
H: 3.463 0.344 0.539  0.356
H: 2.638 1.550 -0.517  0.352
H: 1.394 -0.106 1.081  0.163
H: 1.683 -1.417 -0.035  0.297
H: 0.182 1.148 -0.712  0.238
H: 0.097 -1.652 -2.049  0.309
H: 0.962 -0.353 -2.802  0.350
H: -0.693 0.122 -2.439  0.460
H: -1.634 -0.224 -0.649  0.277
H: -1.119 1.501 0.929  0.341
H: -0.496 0.214 2.009  0.279
H: -2.580 -0.813 1.745  0.249
H: -2.912 0.567 2.593  0.212

Atomic forces in eV per Å
0.1 -1.7 -0.6
-0.3 1.3 1.5
0.8 0.3 0.4
0.8 1.5 1.3
0.9 -0.3 -1.8
-1.2 0.5 0.5
0.4 -1.0 -1.3
0.5 0.3 0.1
0.1 0.3 -0.6
-0.4 0.2 0.3
-0.3 -0.4 -0.2
0.3 -0.1 -0.2
0.3 -0.6 -0.4
-1.1 0.3 -0.3
-0.1 0.3 0.6
-0.5 -1.5 -1.0
-1.0 -0.2 0.9
0.1 0.4 0.3
0.6 0.1 0.1
-0.6 0.0 0.3
0.6 0.3 0.2

Entry 5:
This record from the Open Molecules 2025 dataset describes an isolated molecule of C4H6N2O at a distorted geometry. The level of theory is ωB97M-V/def2-TZVPD.

Output
* energy above the lowest of the compared OMol25 structures with the same formula, charge and spin: 119.5 kcal/mol
* DFT total energy: -340.6045 hartree
* charge: 0
* SMILES string: C/N=C/C=C\N=O
* HOMO (spin up / spin down): -8.1 / -7.9 eV
* lowest unoccupied orbital energy (spin up / spin down): -0.63 / -0.32 eV

Each line ends with the Mulliken charge.
Positions of all 13 atoms, in Å:
C: 0.910 1.382 -1.262  -0.810
N: 0.504 0.448 -0.274  -0.364
C: 0.475 -0.835 -0.395  0.078
C: -0.264 -1.581 0.531  -0.616
C: -1.058 -0.846 1.407  -0.067
N: -1.268 0.420 1.195  0.169
O: -1.447 1.432 1.834  -0.452
H: 0.465 2.347 -1.016  0.282
H: 1.999 1.496 -1.227  0.281
H: 0.617 1.095 -2.277  0.342
H: 0.967 -1.354 -1.220  0.390
H: -0.240 -2.654 0.550  0.362
H: -1.662 -1.350 2.156  0.403

Atomic forces in eV per Å
0.2 0.0 -0.5
-0.7 -0.6 1.4
0.5 0.6 -0.7
-0.4 0.3 0.9
0.7 -2.4 0.1
-0.4 3.0 -1.4
0.2 -1.2 0.3
0.1 0.0 -0.1
-0.1 0.1 0.0
0.0 0.1 0.0
-0.1 0.0 -0.2
-0.1 -0.1 0.1
0.0 0.2 0.1

- Look up the charge of the third one.
  +1

- Among the records above, which one has the lowest charge?
  C34H41N5O2S2V